No. 1
{"formula": "C22H42Cl3MgN2O3SSi", "method": "the ωB97M-V functional and the def2-TZVPD basis", "total_energy_ev": -94352.07583, "homo_lumo_gap_ev": 7.410, "total_charge": -1, "e_above_lowest_kcal_mol": 21.6, "symbols": ["Cl", "Cl", "Cl", "S", "Si", "Mg", "O", "O", "O", "N", "N", "C", "C", "C", "C", "C", "C", "C", "C", "C", "C", "C", "C", "C", "C", "C", "C", "C", "C", "C", "C", "C", "C", "H", "H", "H", "H", "H", "H", "H", "H", "H", "H", "H", "H", "H", "H", "H", "H", "H", "H", "H", "H", "H", "H", "H", "H", "H", "H", "H", "H", "H", "H", "H", "H", "H", "H", "H", "H", "H", "H", "H", "H", "H", "H"], "xyz": [[-1.157, -2.824, 3.553], [-1.203, 0.362, 1.636], [2.208, -0.738, 3.006], [0.803, -1.544, 6.036], [0.934, -3.164, -1.197], [-0.159, -0.746, 3.119], [-0.071, 1.594, 4.264], [-4.298, 0.495, 0.972], [0.837, -1.651, -1.707], [-3.464, 0.388, -1.200], [0.063, 3.214, 2.593], [2.227, 1.681, -1.425], [1.190, 0.082, 6.641], [-1.337, 3.590, 2.478], [-0.713, -1.837, 6.939], [-3.767, 0.997, -0.004], [1.058, 4.182, 2.170], [0.499, 2.157, 3.307], [1.643, -0.608, -2.243], [0.597, 0.225, -5.869], [-3.512, 1.159, -2.430], [1.740, -4.270, -2.471], [1.759, -3.258, 0.489], [2.575, -1.507, -4.450], [-3.637, -1.045, -1.356], [1.566, -0.645, -3.761], [-0.118, 1.094, -1.504], [-0.836, -3.681, -0.831], [1.225, 0.735, -1.651], [0.602, 0.030, -4.404], [-0.449, 2.436, -1.257], [1.905, 3.013, -1.171], [0.556, 3.396, -1.120], [1.585, 0.548, -6.234], [2.218, 0.061, 7.023], [-0.543, -2.654, 7.649], [3.265, 1.343, -1.486], [-0.185, 0.526, -3.840], [1.457, 1.745, 2.933], [-1.119, -4.595, -1.365], [3.424, -1.708, -3.784], [2.418, -4.129, 0.578], [2.981, -1.049, -5.366], [0.349, -0.682, -6.439], [-1.539, -2.881, -1.087], [-4.468, -1.247, -2.057], [-1.465, 4.090, 1.510], [2.701, 3.748, -1.042], [1.569, -5.326, -2.206], [2.128, -2.472, -4.740], [-1.449, -2.152, 6.190], [-3.820, -1.505, -0.372], [-0.116, 1.012, -6.143], [0.296, 4.445, -0.998], [1.104, 0.753, 5.772], [-1.970, 2.698, 2.514], [1.225, 4.948, 2.953], [-1.042, -0.941, 7.471], [-1.619, 4.294, 3.274], [2.007, 3.648, 2.002], [-0.941, -3.864, 0.250], [2.830, -4.138, -2.526], [-2.670, 0.889, -3.078], [1.309, -4.110, -3.469], [-3.453, 2.060, -0.013], [-1.498, 2.726, -1.194], [0.997, -3.329, 1.283], [-2.726, -1.477, -1.810], [0.504, 0.377, 7.441], [-0.883, 0.325, -1.591], [-4.440, 0.952, -2.978], [2.339, -2.353, 0.712], [2.685, -0.788, -1.956], [0.740, 4.683, 1.246], [-3.450, 2.219, -2.182]], "mulliken_charge": [-0.760, -0.190, -0.775, -0.022, 0.316, 0.653, -0.783, -0.551, 0.062, 0.373, 0.544, -0.694, -0.207, -0.999, -0.664, 0.183, -0.967, -0.026, -0.625, -1.527, -0.915, -1.218, -0.917, -1.675, -0.824, 0.574, 0.651, -0.372, 0.378, 0.650, -0.890, -0.738, -0.738, 0.356, 0.280, 0.251, 0.356, 0.143, 0.314, 0.366, 0.354, 0.361, 0.484, 0.294, -0.424, 0.305, 0.316, 0.424, 0.399, 0.160, 0.227, 0.309, 0.382, 0.520, -0.176, 0.280, 0.299, 0.258, 0.320, 0.334, 0.342, 0.304, 0.226, 0.260, 0.141, 0.043, 0.186, 0.053, 0.302, 0.697, 0.348, 0.214, 0.443, 0.272, 0.370]}



No. 2
{"formula": "C22H42ClIO3S", "method": "the ωB97M-V functional and the def2-TZVPD basis", "total_energy_ev": -61084.60454, "smiles": "CCCCCCCCCCCCCCCCCC[C@]1(Cl)OS(=O)(=O)CC[C@H]1I", "homo_lumo_gap_ev": 9.397, "total_charge": 0, "e_above_lowest_kcal_mol": 205.3, "symbols": ["I", "Cl", "S", "O", "O", "O", "C", "C", "C", "C", "C", "C", "C", "C", "C", "C", "C", "C", "C", "C", "C", "C", "C", "C", "C", "C", "C", "C", "H", "H", "H", "H", "H", "H", "H", "H", "H", "H", "H", "H", "H", "H", "H", "H", "H", "H", "H", "H", "H", "H", "H", "H", "H", "H", "H", "H", "H", "H", "H", "H", "H", "H", "H", "H", "H", "H", "H", "H", "H", "H"], "xyz": [[3.893, 0.665, -3.410], [3.225, 0.721, -0.213], [1.612, -2.863, -1.935], [1.831, -1.307, -1.280], [1.198, -3.795, -0.760], [0.452, -2.904, -3.006], [3.387, -1.585, 1.831], [3.803, -2.016, 0.306], [1.773, -1.537, 2.126], [-3.968, 0.421, -0.713], [1.390, -0.146, 2.967], [-1.429, 4.868, -0.503], [-3.539, 0.452, -2.295], [-1.671, -2.084, 2.551], [-3.491, -1.970, 0.596], [-1.633, 2.289, -1.484], [3.199, -3.520, -2.678], [-0.175, 4.560, 0.511], [1.202, 4.131, -0.292], [-1.256, -0.774, 3.473], [-3.310, -2.145, 2.249], [4.314, -1.051, -2.102], [-0.186, 0.244, 2.730], [-2.396, 3.562, -0.715], [3.222, -1.049, -0.881], [-2.508, 1.653, -2.717], [4.326, -2.389, -3.041], [-2.936, -0.468, 0.244], [-0.436, 3.754, 1.320], [4.992, -1.935, 0.249], [-1.717, 1.165, -3.466], [-2.084, 5.710, 0.033], [1.090, -1.700, 1.191], [-4.544, 0.647, -2.908], [-3.188, -0.633, -2.630], [-2.776, 0.193, 1.222], [-2.997, 2.540, -3.317], [-3.838, -1.214, 2.724], [-5.006, -0.166, -0.663], [0.084, 5.556, 1.116], [4.166, -2.105, -4.184], [-4.205, 1.490, -0.252], [3.002, -4.195, -3.633], [-2.216, -0.116, 3.719], [2.043, 0.714, 2.513], [3.552, -3.157, 0.188], [-1.206, 1.494, -0.722], [5.398, -2.898, -2.987], [1.649, -0.363, 4.110], [-0.671, 2.786, -1.985], [2.129, 4.167, 0.445], [-3.793, -3.176, 2.517], [1.515, -2.425, 2.880], [-0.386, 1.316, 3.202], [1.160, 3.043, -0.724], [-0.833, -1.145, 4.505], [-2.677, 3.178, 0.380], [-2.772, -2.755, 0.105], [3.697, -4.254, -1.882], [-3.420, 3.784, -1.244], [-0.422, 0.346, 1.577], [-1.126, 5.294, -1.551], [3.912, -0.582, 2.212], [-1.909, -0.597, -0.339], [-4.591, -2.150, 0.239], [-1.446, -3.038, 3.231], [1.356, 4.936, -1.142], [5.425, -0.903, -1.692], [-1.064, -2.133, 1.541], [3.826, -2.434, 2.546]], "nbo_charge": [0.139, -0.035, 2.112, -0.677, -0.881, -0.834, -0.415, -0.490, -0.439, -0.419, -0.410, -0.418, -0.422, -0.435, -0.415, -0.431, -0.648, -0.415, -0.637, -0.420, -0.403, -0.386, -0.420, -0.418, 0.297, -0.418, -0.465, -0.439, 0.211, 0.227, 0.214, 0.210, 0.230, 0.207, 0.220, 0.210, 0.209, 0.202, 0.204, 0.206, 0.254, 0.215, 0.300, 0.206, 0.211, 0.255, 0.218, 0.244, 0.209, 0.208, 0.209, 0.213, 0.213, 0.207, 0.219, 0.210, 0.198, 0.211, 0.272, 0.213, 0.218, 0.208, 0.226, 0.213, 0.209, 0.215, 0.209, 0.268, 0.222, 0.219]}



No. 3
{"formula": "C22H42FNO36S8", "method": "the ωB97M-V functional and the def2-TZVPD basis", "total_energy_ev": -188087.19289, "smiles": "O=C1OC[C@@H](F)O1.O=S1(=O)OCCO1.O=S1(=O)OCCO1.O=S1(=O)OCCO1.O=S1(=O)OCCO1.O=S1(=O)OCCO1.O=S1(=O)OCCO1.O=S1(=O)OCCO1.O=S1(=O)OCCO1.CNC(C)=O", "homo_lumo_gap_ev": 9.310, "total_charge": 0, "symbols": ["S", "S", "S", "S", "S", "S", "S", "S", "F", "O", "O", "O", "O", "O", "O", "O", "O", "O", "O", "O", "O", "O", "O", "O", "O", "O", "O", "O", "O", "O", "O", "O", "O", "O", "O", "O", "O", "O", "O", "O", "O", "O", "O", "O", "O", "N", "C", "C", "C", "C", "C", "C", "C", "C", "C", "C", "C", "C", "C", "C", "C", "C", "C", "C", "C", "C", "C", "C", "H", "H", "H", "H", "H", "H", "H", "H", "H", "H", "H", "H", "H", "H", "H", "H", "H", "H", "H", "H", "H", "H", "H", "H", "H", "H", "H", "H", "H", "H", "H", "H", "H", "H", "H", "H", "H", "H", "H", "H", "H", "H"], "xyz": [[4.040, 4.552, 1.844], [-2.097, -4.631, -3.864], [2.954, -2.566, 0.723], [-3.201, -5.922, 2.075], [1.769, -0.013, -2.818], [-3.153, 2.336, -2.659], [-1.438, 3.674, 3.056], [1.587, 4.349, -1.886], [-0.919, 0.021, 6.892], [3.300, -2.806, -0.820], [-1.036, 2.477, 3.715], [-3.637, -4.987, 3.319], [-1.979, 3.126, -2.909], [1.524, 4.125, -3.537], [0.466, -3.402, 4.467], [0.123, -1.406, 5.424], [-0.866, -4.004, -2.952], [-1.649, -5.131, -5.121], [-2.390, 4.515, 3.711], [-1.774, -5.998, 2.038], [0.747, 0.957, -3.007], [-3.796, -4.931, 0.949], [-3.212, -3.741, -3.872], [5.298, 5.190, 2.020], [2.745, -0.115, -4.117], [-2.706, 0.974, -1.963], [2.900, 0.612, -1.847], [-0.187, 4.518, 2.521], [2.865, 4.842, -1.495], [-2.600, -0.812, 2.392], [4.053, 3.454, 0.650], [1.835, -3.375, 1.106], [0.480, 5.555, -1.852], [-3.653, 1.622, -4.004], [4.300, -3.372, 1.154], [-3.931, -7.155, 2.108], [2.925, 5.436, 1.686], [3.011, -1.162, 1.024], [-1.510, -2.888, 5.437], [3.679, 3.472, 2.977], [1.433, -1.341, -2.407], [-1.932, 3.356, 1.521], [1.027, 3.208, -1.239], [-4.267, 2.928, -1.991], [-2.244, -5.903, -2.910], [-1.640, 0.449, 0.834], [-3.177, 0.268, -4.171], [-1.630, 4.443, 0.652], [-0.552, 5.258, 1.372], [3.406, 2.228, 1.013], [-1.959, -5.529, -1.564], [-2.166, -1.670, 5.713], [2.915, 2.387, 2.442], [-0.588, -1.698, 1.352], [-0.402, 0.960, 0.250], [-0.668, -4.723, -1.738], [-1.690, -0.668, 1.571], [5.330, -3.171, 0.185], [4.669, -2.479, -1.035], [-2.260, 0.061, -2.941], [-1.015, -0.601, 5.685], [4.092, 0.304, -3.884], [-4.561, -3.852, 1.504], [1.012, 5.309, -4.136], [-0.271, -2.608, 4.967], [-4.743, -4.165, 2.980], [-0.020, 5.820, -3.152], [4.110, 0.999, -2.509], [-0.453, -4.000, -0.949], [-0.579, 1.907, -0.244], [-2.864, -1.473, 4.898], [6.085, -2.533, 0.650], [-2.278, -0.915, -2.459], [4.479, 0.951, -4.663], [-0.284, 6.873, -3.209], [-0.929, 5.235, -3.320], [-0.623, -2.013, 0.304], [4.161, 2.089, -2.575], [1.866, 2.695, 2.481], [0.327, 5.442, 0.762], [3.142, 1.555, 3.103], [-4.789, -3.323, 3.664], [-1.084, 0.186, 4.938], [-5.667, -4.739, 3.121], [4.641, -0.639, -3.847], [-2.587, 0.300, -5.079], [4.799, -1.406, -1.176], [-2.337, 1.129, 1.103], [-1.936, -6.382, -0.897], [0.425, 1.125, 0.945], [2.555, 2.025, 0.370], [4.155, 1.440, 0.940], [5.783, -4.123, -0.078], [0.412, -1.406, 1.649], [-0.129, 0.212, -0.496], [0.237, -5.336, -1.760], [-0.976, 6.230, 1.634], [4.842, 0.664, -1.769], [-2.553, 4.988, 0.452], [-0.841, -2.625, 1.868], [-2.626, -1.567, 6.693], [-2.722, -4.845, -1.194], [0.520, 5.121, -5.086], [4.941, -2.942, -1.982], [-5.466, -3.837, 0.901], [-1.288, 4.104, -0.327], [-3.992, -0.449, -4.141], [-1.234, 0.196, -3.287], [1.829, 6.022, -4.274], [-4.040, -2.896, 1.410]], "mulliken_charge": [0.989, 1.061, 1.152, 1.130, 0.591, 0.904, 0.900, 1.046, -0.324, -0.177, -0.360, -0.292, -0.412, -0.363, -0.488, -0.326, -0.182, -0.569, -0.608, -0.525, -0.548, -0.140, -0.527, -0.617, -0.372, -0.179, 0.592, -0.245, -0.658, -0.807, -0.317, -0.555, -0.327, -0.392, -0.376, -0.597, -0.488, -0.421, -0.296, -0.419, -0.472, -0.194, 0.067, -0.614, -0.405, 0.886, -0.271, 0.621, -0.214, 0.623, -0.326, -0.309, 0.206, -0.481, -1.489, 0.442, -0.174, -0.316, 0.040, 0.339, 0.702, -0.391, 0.064, -0.525, 0.605, -0.332, -0.149, -0.553, -0.322, -0.257, 0.187, 0.302, 0.280, 0.295, 0.395, 0.032, -0.014, 0.287, -0.079, 0.193, 0.295, 0.317, -0.062, 0.258, 0.245, 0.301, -0.345, 0.284, 0.334, 0.499, -0.451, 0.185, 0.264, 0.167, 0.424, 0.219, 0.306, 0.391, 0.358, 0.630, 0.344, 0.296, 0.398, 0.380, 0.320, -0.688, 0.282, -0.261, 0.333, -0.161]}



Record order is preserved below.
M: 573.41 549.00 1172.08 g mol⁻¹